1.
DFT (wB97M-V/def2-TZVPD) results for a molecular structure, C10H10Br4O2PdSe2.

multiplicity = 3
E = -15764.3032 Ha
<S²> = 2.02

Cartesian coordinates (Å):
1 Pd 0.210 1.477 -0.217
2 C -2.814 1.355 1.299
3 Se -1.511 2.761 0.982
4 C -0.695 2.800 2.767
5 C 0.153 1.581 3.110
6 Se 1.701 1.411 1.909
7 C 1.853 -0.524 1.923
8 H -3.507 1.674 2.074
9 H -2.320 0.425 1.566
10 H -3.338 1.210 0.358
11 H -1.506 2.919 3.486
12 H -0.098 3.712 2.788
13 H -0.426 0.663 3.018
14 H 0.514 1.662 4.135
15 H 0.901 -0.958 1.631
16 H 2.165 -0.876 2.903
17 H 2.603 -0.770 1.174
18 Br -0.857 -3.931 -4.797
19 C -0.091 -2.619 -3.687
20 C 1.328 -2.542 -3.559
21 Br 2.417 -3.754 -4.500
22 C 1.906 -1.592 -2.751
23 Br 3.768 -1.451 -2.519
24 C 1.115 -0.658 -2.026
25 O 1.627 0.214 -1.269
26 C -0.353 -0.729 -2.160
27 O -1.071 0.083 -1.525
28 C -0.898 -1.746 -3.004
29 Br -2.774 -1.799 -3.110

***

2.
DFT (wB97M-V/def2-TZVPD) results for a molecular structure, C10H10BrClCr at a distorted geometry.

total charge = -2
relative energy (zero: lowest compared OMol25 entry of this formula, charge and spin) = 0.0000 eV
multiplicity = 5
E = -4465.7515 Ha
<S²> = 6.02

Cartesian coordinates (Å):
1 C -2.528 0.302 -0.198
2 C -1.751 1.252 0.527
3 C -1.076 0.536 1.577
4 H -1.647 2.287 0.248
5 C -1.516 -0.840 1.566
6 C -2.355 -0.971 0.432
7 H -2.957 -1.831 0.168
8 H -3.160 0.510 -1.048
9 H -0.443 1.006 2.318
10 H -1.318 -1.623 2.320
11 Cr 0.178 -0.392 -0.731
12 Cl -0.360 -2.532 -1.316
13 C 2.244 -0.559 -1.226
14 C 2.101 -0.983 0.159
15 C 1.751 0.165 0.918
16 H 2.169 -1.994 0.532
17 C 1.735 1.300 0.048
18 C 2.041 0.852 -1.262
19 H 2.105 1.433 -2.182
20 H 2.473 -1.136 -2.102
21 H 1.580 0.198 1.983
22 H 1.535 2.323 0.354
23 Br -0.803 0.699 -3.085

***

3.
DFT (wB97M-V/def2-TZVPD) results for a molecular structure, C10H10BrClO4Y at a distorted geometry.

total charge = -1
E = -3760.3543 Ha

Cartesian coordinates (Å):
1 C 1.127 0.000 -2.192
2 C 0.236 0.962 -2.743
3 C 0.469 2.169 -2.055
4 H -0.494 0.719 -3.504
5 C 1.419 1.931 -1.032
6 C 1.876 0.593 -1.158
7 H 2.600 0.099 -0.532
8 H 1.338 -0.998 -2.572
9 H -0.213 3.066 -2.099
10 H 1.839 2.676 -0.371
11 Y -1.363 1.565 -0.611
12 Br -3.173 -0.105 -1.580
13 C -0.363 -2.155 2.011
14 C 1.057 -2.019 1.766
15 C 1.319 -2.521 0.451
16 H 1.767 -1.455 2.401
17 C 0.082 -2.968 -0.125
18 C -0.959 -2.720 0.848
19 H -2.030 -2.805 0.645
20 H -0.895 -1.749 2.871
21 H 2.257 -2.418 -0.098
22 H -0.074 -3.268 -1.175
23 O -2.061 3.106 1.085
24 Cl -1.568 2.296 2.252
25 O -1.077 3.107 3.330
26 O -2.633 1.433 2.642
27 O -0.484 1.455 1.547